[1]
{
  "formula": "C2H4AgF",
  "method": "wB97M-V/def2-TZVPD",
  "relative_energy_kj_mol": 89.5,
  "spin_multiplicity": 2,
  "orbital_gap_ev": [6.741, 8.300],
  "e_lumo_ev": [-6.8, -6.8],
  "total_charge": 1,
  "species": ["C", "C", "H", "H", "H", "F", "Ag", "H"],
  "coordinates": [[-0.479, 0.046, 0.191], [0.454, 0.712, -0.565], [-0.465, 0.330, 1.249], [-1.151, -0.547, -0.443], [0.525, 0.679, -1.655], [1.266, 1.614, -0.011], [1.728, -2.048, 0.025], [-1.877, -0.787, 1.210]],
  "forces_ev_per_a": [[2.8, 1.0, -1.9], [-0.7, -0.2, 0.7], [-0.4, -0.4, -0.4], [0.1, 0.2, 0.8], [0.1, 0.0, 0.3], [-0.2, -0.5, -0.3], [-0.5, 0.6, 0.0], [-1.1, -0.7, 0.8]],
  "nbo_charge": [-0.637, 0.247, 0.274, 0.269, 0.204, -0.304, 0.934, 0.012]
}

---

[2]
{
  "formula": "C2H4BaO3",
  "method": "wB97M-V/def2-TZVPD",
  "spin_multiplicity": 1,
  "orbital_gap_ev": [6.449, 6.450],
  "e_lumo_ev": [-0.8, -0.8],
  "species": ["O", "C", "C", "O", "H", "H", "H", "Ba", "O", "H"],
  "coordinates": [[-0.354, 0.744, -1.318], [0.706, 0.748, -0.620], [0.314, 1.171, 0.797], [-0.943, 0.741, 1.173], [1.105, -0.912, -0.644], [0.415, 2.281, 0.805], [1.151, 0.792, 1.430], [-2.154, -0.638, -0.304], [-0.116, -2.007, -0.513], [-0.123, -2.920, -0.807]],
  "forces_ev_per_a": [[2.5, 0.8, -0.7], [-3.9, -4.4, -0.4], [1.3, 1.2, 1.1], [0.3, -0.2, -0.3], [-0.9, 1.8, -0.4], [-0.1, -0.1, 0.2], [-0.6, 0.1, 0.0], [0.7, 0.3, 0.4], [0.1, 0.7, 0.1], [0.6, -0.1, -0.1]],
  "lowdin_charge": [-0.384, -0.208, -0.463, -0.610, 0.239, 0.105, 0.101, 1.930, -0.643, -0.066]
}

---

[3]
{
  "formula": "C2H4BeF3NO5S2",
  "method": "wB97M-V/def2-TZVPD",
  "relative_energy_kj_mol": 58.0,
  "spin_multiplicity": 1,
  "orbital_gap_ev": 11.233,
  "e_lumo_ev": 0.3,
  "species": ["N", "S", "O", "O", "S", "O", "O", "C", "F", "F", "F", "Be", "O", "H", "C", "H", "H", "H"],
  "coordinates": [[-1.279, 0.463, -0.427], [-2.116, -0.108, 0.839], [-1.243, -1.392, 1.414], [-1.808, 0.726, 2.089], [0.162, 1.111, -0.218], [0.861, 0.655, 1.024], [0.209, 2.540, -0.482], [1.158, 0.330, -1.588], [1.247, -0.971, -1.403], [0.570, 0.579, -2.742], [2.365, 0.864, -1.576], [-0.079, -0.190, 2.077], [0.307, -0.915, 3.219], [1.018, -0.733, 3.830], [-0.799, -2.769, 1.039], [-0.879, -2.501, -0.023], [-0.166, -3.194, 1.824], [-1.557, -3.566, 1.045]],
  "forces_ev_per_a": [[0.5, -0.3, 0.8], [-0.8, 1.3, 0.4], [0.6, -0.5, 1.7], [0.6, -1.3, -2.1], [-0.5, 2.2, -1.0], [-0.8, -0.4, -0.2], [0.1, -2.1, 0.5], [-0.3, 0.5, 0.4], [0.0, -0.6, 0.1], [-0.1, 0.0, -0.2], [0.2, 0.1, 0.0], [-0.6, 0.5, 0.1], [1.1, -0.6, 1.8], [0.0, 0.0, -0.1], [-2.9, 0.6, -1.4], [2.6, -1.5, -0.4], [1.3, 1.1, -1.0], [-1.1, 0.8, 0.6]],
  "nbo_charge": [-1.175, 1.673, -0.864, -0.986, 2.178, -1.065, -0.861, 0.761, -0.304, -0.293, -0.294, 1.695, -1.356, 0.485, -0.296, 0.235, 0.272, 0.197]
}

---

[4]
{
  "formula": "C2H4Br2N",
  "method": "wB97M-V/def2-TZVPD",
  "relative_energy_kj_mol": 111.4,
  "spin_multiplicity": 1,
  "orbital_gap_ev": 10.824,
  "smiles": "BrC1(Br)C[NH2+]1",
  "e_lumo_ev": -4.3,
  "total_charge": 1,
  "species": ["C", "C", "N", "Br", "Br", "H", "H", "H", "H"],
  "coordinates": [[0.647, 0.035, 0.719], [-0.843, 0.091, 0.009], [0.447, -0.150, -0.672], [-1.782, -1.595, -0.070], [-1.831, 1.717, 0.015], [1.023, 1.029, 0.935], [0.831, -0.850, 1.308], [0.921, 0.633, -0.996], [0.587, -0.910, -1.247]],
  "forces_ev_per_a": [[-3.5, -1.0, 1.6], [1.9, -0.9, 1.8], [-0.5, 2.6, -0.4], [0.1, 0.8, 0.3], [0.7, -0.7, -0.4], [0.2, -0.4, 0.3], [0.2, 0.2, 0.2], [0.5, 1.9, -2.2], [0.4, -2.7, -1.1]],
  "nbo_charge": [-0.213, -0.125, -0.544, 0.197, 0.259, 0.258, 0.269, 0.442, 0.457]
}